## one
Here is a 2-piece molecular cluster, C2H5NO4 overall from OMol25. Energies are from wB97M-V/def2-TZVPD.

```
12
C2H5NO4, DFT wB97M-V/def2-TZVPD
N -1.84098 0.24299 -0.42863
C -0.71930 0.00046 0.19278
O 0.10611 0.81882 0.46802
O -0.63321 -1.33486 0.49414
H -1.77100 1.22463 -0.54712
H -2.62498 -0.36531 -0.55816
H 0.33839 -1.60858 0.75512
O 3.71167 -0.89790 -0.59730
C 3.13941 -0.03823 -0.08708
O 2.44209 -0.15640 1.04390
H 3.18514 0.95721 -0.49685
H 1.75783 0.63634 1.12667
```

As for the SMILES: NC(=O)O.O=CO. As for the net charge: 0. The calculation puts the gap between HOMO and LUMO at 10.9 eV. For the molar mass, the calculation gives 107.06 g mol⁻¹. Its highest occupied orbital energy is -10.4 eV.



## two
Here is a 2-piece molecular cluster, C2H5NO4 overall from OMol25. Energies are from wB97M-V/def2-TZVPD.

```
12
C2H5NO4, DFT wB97M-V/def2-TZVPD
C -0.01779 0.91687 -1.54353
C -0.09408 0.64779 0.83306
N 0.09796 -3.07988 -0.22639
O 0.72352 -3.01509 0.88416
O -0.61147 1.07490 1.97360
O 0.63613 -0.26762 0.84770
O -0.42817 1.42589 -0.27347
H 1.00059 0.63027 -1.58059
H -0.04241 1.74611 -2.24302
H -0.71854 0.16235 -1.85762
H -1.22113 1.86382 1.97375
H 0.67539 -2.10542 1.21235
```

As for the net charge: 0. The calculation puts the gap between HOMO and LUMO (spin up / spin down) at 8.8 / 8.8 eV. For the molar mass, the calculation gives 107.06 g mol⁻¹. Its highest occupied orbital energy (spin up / spin down) is -8.4 / -8.4 eV.



## three
Here is a 2-piece molecular cluster, C2H5NO4 overall from OMol25. Energies are from wB97M-V/def2-TZVPD.

```
12
C2H5NO4, DFT wB97M-V/def2-TZVPD
C -0.85399 -0.66793 -0.92328
C 0.04564 -0.21148 0.09485
N 1.06306 0.76998 -0.22676
O 0.97296 1.41505 -1.18809
O 1.96047 0.85478 0.60747
O 0.54778 -1.13374 0.87928
O -0.95854 1.06250 1.15789
H -1.54540 -1.48629 -0.64969
H -1.53080 0.09263 -1.46719
H -0.24696 -1.14052 -1.80332
H 1.28445 -0.64220 1.43462
H -0.73868 1.08723 2.08421
```

As for the net charge: 0. The calculation puts the gap between HOMO and LUMO at 9.7 eV. For the molar mass, the calculation gives 107.06 g mol⁻¹. Its highest occupied orbital energy is -10.5 eV.



Best to worst by energy: one, two, three.



## one
Here is one molecule with the formula C4H2O3 from OMol25. Energies are from wB97M-V/def2-TZVPD.

```
9
C4H2O3, DFT wB97M-V/def2-TZVPD
C -1.29848 0.24459 -1.02839
C -0.25597 0.45575 -0.06941
C 0.21802 -0.98152 0.05895
C 1.20481 0.08741 0.00353
O -0.06394 -2.10736 0.23951
O -2.15367 0.73046 -0.11163
O -1.16406 1.00751 0.87169
H 1.78308 0.26785 -0.89146
H 1.73020 0.29531 0.92720
```

As for the net charge: 0. The calculation puts the gap between HOMO and LUMO at 9.6 eV. For the molar mass, the calculation gives 98.06 g mol⁻¹. Its highest occupied orbital energy is -9.8 eV.



## two
Here is one molecule with the formula C4H2O3 from OMol25. Energies are from wB97M-V/def2-TZVPD.

```
9
C4H2O3, DFT wB97M-V/def2-TZVPD
O -1.46204 -1.83352 -0.46134
C -0.81536 -0.83497 -0.33489
C -0.77585 0.50071 -1.04293
C 0.35360 0.89551 -0.29182
O 1.10745 1.95513 -0.11220
C 0.40787 -0.33493 0.53411
O 0.95715 -0.64146 1.56391
H -1.36405 0.94251 -1.85955
H 1.52192 1.85839 0.74972
```

As for the SMILES: O=c1cc(O)c1=O. As for the net charge: 0. The calculation puts the gap between HOMO and LUMO at 9.3 eV. For the molar mass, the calculation gives 98.06 g mol⁻¹. Its highest occupied orbital energy is -9.6 eV.



Best to worst by energy: two, one.



## one
Here is C5H12O2 as an isolated structure from OMol25. Energies are from wB97M-V/def2-TZVPD.

```
19
C5H12O2, DFT wB97M-V/def2-TZVPD
C 2.41428 0.66026 -1.57917
C 1.81838 -0.03443 -0.37860
O 0.92194 0.88844 0.19799
C -0.85103 -0.58197 1.06065
C -2.23704 -0.49613 1.60657
O -2.84096 -0.68320 0.32835
C -1.72772 -0.05815 -0.29064
H 2.77915 1.63406 -1.23897
H 1.61858 0.84089 -2.31258
H 3.22285 0.10053 -2.05019
H 2.56720 -0.27500 0.38522
H 1.33086 -0.98671 -0.65635
H -0.49332 -1.58606 0.81652
H -0.08732 -0.11935 1.70936
H -2.55452 -1.19572 2.37325
H -2.39368 0.54687 1.93916
H 0.05918 0.73279 -0.20625
H -1.92671 1.03693 -0.36792
H -1.62011 -0.42405 -1.33637
```

As for the net charge: 0. The calculation puts the gap between HOMO and LUMO at 10.8 eV. For the molar mass, the calculation gives 104.15 g mol⁻¹. Its highest occupied orbital energy is -9.8 eV.



## two
Here is a 2-piece molecular cluster, C5H12O2 overall from OMol25. Energies are from wB97M-V/def2-TZVPD.

```
19
C5H12O2, DFT wB97M-V/def2-TZVPD
C -2.27388 -1.13147 -1.07287
C -1.29003 -1.01358 0.15213
C 0.09029 -0.62625 -0.27608
C 0.16861 0.88686 -0.42318
C 0.30736 1.71252 0.86158
O 1.39974 1.79183 1.38573
H -1.87863 -1.81943 -1.75673
H -2.49239 -0.14415 -1.40410
H -3.19997 -1.44469 -0.65960
H -1.69722 -0.20063 0.87634
H -1.33565 -1.99077 0.60571
H 0.76011 -0.93867 0.51217
H 0.42923 -1.08109 -1.19162
H 0.98845 1.17535 -0.95842
H -0.66131 1.24674 -1.11221
H -0.57876 2.27183 1.12619
O 4.09334 0.24949 1.07528
H 3.37381 0.09525 1.76476
H 3.79689 0.96085 0.49493
```

As for the SMILES: CCCCC=O.O. As for the net charge: 0. The calculation puts the gap between HOMO and LUMO at 10.9 eV. For the molar mass, the calculation gives 104.15 g mol⁻¹. Its highest occupied orbital energy is -10.2 eV.



## three
Here is a 3-piece molecular cluster, C5H12O2 overall from OMol25. Energies are from wB97M-V/def2-TZVPD.

```
19
C5H12O2, DFT wB97M-V/def2-TZVPD
C -2.53726 1.55048 0.41715
C -1.39847 2.01303 1.15580
C -0.50620 2.87934 0.42330
C 0.76762 3.15480 0.85654
C 1.57247 2.04402 1.43990
H -3.32204 0.75268 0.62767
H -2.81922 2.38121 -0.25317
H -0.96318 1.68784 2.04506
H -1.02766 3.65498 -0.14988
H 1.18853 4.11034 0.86000
H 0.81469 1.29440 1.95663
H 1.99004 1.52337 0.48936
H 2.42385 2.44971 1.96755
O 0.23798 -3.09253 -4.36001
H -0.38637 -2.31510 -4.46839
H 0.43105 -3.54442 -5.15873
O 0.78254 -7.02884 0.69359
H 1.49866 -7.01754 0.08050
H 1.25297 -6.49777 1.37714
```

As for the SMILES: C=C/C=C\C.O.O. As for the net charge: 0. The calculation puts the gap between HOMO and LUMO at 8.5 eV. For the molar mass, the calculation gives 104.15 g mol⁻¹. Its highest occupied orbital energy is -7.9 eV.



## four
Here is a 2-piece molecular cluster, C5H12O2 overall from OMol25. Energies are from wB97M-V/def2-TZVPD.

```
19
C5H12O2, DFT wB97M-V/def2-TZVPD
C -1.35569 1.84599 1.03260
C -0.44308 0.72105 1.49328
C 0.61904 0.49726 0.45322
O 1.29102 -0.71434 0.54713
C 0.27529 -0.32152 -0.68541
C 1.05182 -0.39779 -1.95444
H -0.77146 2.75225 0.83753
H -1.86970 1.57562 0.10155
H -2.11401 2.07971 1.78106
H 0.05946 0.96377 2.43472
H -1.00703 -0.20846 1.66415
H 1.26199 1.34226 0.24279
H -0.76972 -0.65352 -0.77924
H 2.10603 -0.31908 -1.69778
H 0.88481 -1.34990 -2.47535
H 0.76360 0.41087 -2.63248
O -0.13368 -2.63252 0.05883
H 0.48269 -2.05530 0.56736
H 0.44821 -3.02159 -0.60043
```

As for the SMILES: CC[C@H]1O[C@@H]1C.O. As for the net charge: 0. The calculation puts the gap between HOMO and LUMO at 10.8 eV. For the molar mass, the calculation gives 104.15 g mol⁻¹. Its highest occupied orbital energy is -9.8 eV.



Best to worst by energy: two, four, one, three.